## P
{
  "formula": "C5H8N3",
  "method": "wB97M-V/def2-TZVPD",
  "gap_ev": 9.459,
  "smiles": "Cn1ncccc1=[NH2+]",
  "spin_multiplicity": 1,
  "total_charge": 1,
  "symbols": ["C", "N", "N", "C", "C", "C", "C", "N", "H", "H", "H", "H", "H", "H", "H", "H"],
  "xyz": [[1.4801, -1.5175, -0.0475], [0.2726, -0.6883, -0.0295], [-0.8902, -1.3400, 0.0449], [-2.0393, -0.7047, -0.0461], [-2.1168, 0.6712, -0.0159], [-0.9045, 1.3199, 0.0382], [0.3540, 0.6618, -0.0355], [1.5308, 1.2617, -0.0007], [2.3205, -1.0318, 0.3835], [1.1319, -2.3642, 0.4908], [1.9996, -1.7884, -0.9297], [-3.0406, -1.3072, -0.0557], [-3.0848, 1.3212, -0.2228], [-0.8380, 2.4632, 0.0437], [1.4442, 2.3403, -0.0124], [2.3807, 0.7028, 0.3947]]
}

=====

## Q
{
  "formula": "C5H8N3",
  "method": "wB97M-V/def2-TZVPD",
  "gap_ev": 8.129,
  "smiles": "C#[N+][C@H]1CCN=CN1",
  "spin_multiplicity": 1,
  "total_charge": 1,
  "symbols": ["C", "N", "C", "C", "C", "N", "C", "N", "H", "H", "H", "H", "H", "H", "H", "H"],
  "xyz": [[2.1829, 0.8587, 1.2764], [1.6812, 0.1649, 0.5095], [0.7351, -0.5990, -0.4844], [-0.3720, -0.9925, 0.3654], [-1.3024, 0.2110, 0.7142], [-1.4783, 1.1513, -0.3469], [-0.7697, 1.1420, -1.3729], [0.4009, 0.3606, -1.5095], [2.8109, 0.8883, 2.1467], [1.5431, -1.2590, -0.9622], [0.0240, -1.5332, 1.2901], [-0.9389, -1.7206, -0.1914], [-2.3299, -0.1335, 0.9465], [-0.9199, 0.6123, 1.6080], [-1.1640, 1.8564, -2.0563], [0.6322, 0.0182, -2.4827]]
}

=====

Which structure above is the least stable? It is Q.